Here is a structure of composition C18H22ClDyN5O7P2 from the OMol25 dataset. Energies are from the ωB97M-V functional and the def2-TZVPD basis.

Cartesian coordinates (Å):
N 2.119 0.921 0.764
N -0.401 1.982 1.199
H -3.724 -3.490 2.496
H 3.395 3.379 2.318
P -1.436 1.988 -2.575
H -3.773 0.680 -3.883
O -1.229 2.126 -4.116
H -0.996 2.544 0.610
H 0.653 2.993 2.732
H -2.713 -5.471 1.412
C 4.185 1.590 1.463
O -2.467 0.487 -0.750
C -1.198 1.317 2.230
N 3.222 2.515 1.833
C -2.451 0.497 -2.194
H -0.741 1.463 3.212
Dy 0.477 0.136 -0.848
N -0.369 -0.826 1.307
H 0.750 3.733 1.140
H 6.097 2.331 2.163
H -4.415 1.360 -2.368
H -0.724 1.348 -4.452
H -4.355 -0.397 -2.617
O -0.772 -1.469 -1.500
C 4.144 -0.567 0.362
C 3.480 0.578 0.800
C -2.045 -2.237 1.934
C 5.508 -0.624 0.560
C -0.232 -3.272 0.696
C -0.942 -4.452 0.760
C -2.190 -4.525 1.394
H 0.733 -3.201 0.213
N -2.310 -0.943 2.365
C -1.281 -0.157 1.966
H -0.531 -5.345 0.309
H 3.603 -1.365 -0.121
O -2.386 -1.981 -3.392
C 0.731 2.775 1.663
H -3.101 -0.653 2.913
P -1.367 -0.917 -2.780
C 5.558 1.540 1.657
H -2.209 1.727 2.277
Cl 2.301 -0.214 -2.401
H 7.276 0.330 1.311
H -2.845 -0.361 -0.483
H -2.084 -2.316 -4.251
O -2.299 3.259 -2.204
O -0.207 1.988 -1.722
C -3.838 0.544 -2.802
C 2.025 2.060 1.408
C -2.767 -3.424 1.996
C -0.812 -2.149 1.281
O -0.432 -0.344 -3.779
H -2.881 3.581 -2.910
H 6.057 -1.492 0.222
C 6.206 0.417 1.185

As for the multiplicity: 6. The lowest unoccupied orbital energy (alpha / beta) comes out at -0.0831 / -0.0832 Eh. The value obtained for the HOMO-LUMO gap (alpha / beta) is 9.0 / 9.0 eV. As for the charge: +1.

=====

Here is an isolated molecule of C18H22ClF2N3O4 from the OMol25 dataset. Energies are from the ωB97M-V functional and the def2-TZVPD basis.

Cartesian coordinates (Å):
H -1.934 0.609 1.145
H -2.290 3.182 -1.132
H -2.150 -1.584 -0.077
O -3.201 0.705 -0.354
H -1.865 2.612 3.117
C -2.477 -0.007 4.448
C -1.466 3.466 5.157
C -2.120 1.353 4.895
C -1.547 2.817 6.393
C -0.875 4.797 7.418
N -0.383 0.460 -0.248
H -3.990 -1.917 3.243
H -2.590 -3.084 1.735
C -2.900 0.132 -2.700
C -0.957 0.907 -1.384
C -2.767 2.527 -1.862
C -1.250 3.473 7.569
C 1.063 0.338 -0.174
N -1.104 4.738 5.019
C -1.086 -0.029 0.930
H -2.390 2.807 -2.847
H 1.348 -0.709 -0.045
Cl -0.347 7.022 6.004
H -2.231 0.276 -3.550
C -1.837 2.485 4.187
C -4.310 0.312 -3.227
H -0.621 5.400 8.278
F -4.574 -0.645 -4.160
H -4.085 -1.026 1.743
H -1.520 -2.254 2.822
H -4.109 0.522 -0.603
H 1.441 0.907 0.676
N -3.049 -0.056 3.226
H -3.837 2.731 -1.833
C -2.473 1.058 -1.545
H -0.618 -2.101 0.591
O -2.245 -0.995 5.122
H -0.432 0.076 1.800
O -1.932 1.532 6.233
H -3.274 0.810 2.768
H -2.771 -0.911 -2.393
F -5.263 0.189 -2.228
C -3.413 -1.292 2.562
C -2.232 -2.089 2.008
C -0.819 5.369 6.143
O -0.297 1.236 -2.357
H -1.308 2.979 8.528
H -4.453 1.289 -3.703
C -1.502 -1.492 0.799
H 1.545 0.710 -1.071

As for the structure (SMILES): CN(CCCCNC(=O)c1cc2nc(Cl)ccc2o1)C(=O)[C@](C)(O)CC(F)F. The lowest unoccupied orbital energy comes out at -0.0054 Eh. The value obtained for the HOMO-LUMO gap is 9.0 eV.

=====

Here is a structure of composition C18H22ClMnN5O7PS from the OMol25 dataset. Energies are from the ωB97M-V functional and the def2-TZVPD basis.

Cartesian coordinates (Å):
O 2.365 0.229 0.289
C 1.610 4.975 -1.706
H -1.269 0.656 5.543
C 0.996 3.828 -0.904
C -0.268 2.149 2.116
C -0.669 2.982 3.155
H 4.373 0.494 -0.277
O 1.022 2.253 -3.613
O 2.499 -1.133 -1.764
C -1.014 2.441 4.385
H 1.419 -2.434 2.297
H 4.096 -0.877 0.830
C 0.644 1.809 -2.577
H -0.111 -2.200 1.398
P 1.631 -0.891 -0.508
H -2.856 -3.403 -3.379
H 3.448 -2.252 -3.177
O 0.207 0.556 -2.384
H 0.039 0.099 1.513
C -3.532 -0.800 0.057
N 0.162 2.658 0.843
C 0.868 -2.682 1.392
C 3.810 0.143 0.583
N -1.694 -1.412 -1.075
O 1.645 -2.275 0.232
H -1.564 -5.411 -2.619
N -2.241 -0.574 -0.140
C -2.100 -3.321 -2.596
H -0.598 -0.837 3.693
H -5.287 -0.362 0.984
C 2.468 -2.244 -2.710
C -0.277 0.767 2.311
N 0.077 1.880 -0.247
H -3.963 0.654 1.412
N -4.309 -0.132 0.879
Cl 1.092 5.100 1.544
H -2.904 -5.062 -1.538
H 0.751 -3.759 1.326
H 1.578 3.927 -3.353
O 1.832 4.781 -2.979
C 0.588 2.568 -1.292
H -1.248 -4.634 -1.062
H -1.309 3.104 5.186
H 1.708 -2.058 -3.465
H -0.749 4.043 3.009
H -1.158 -3.018 -3.054
Mn -0.508 0.040 -0.840
C -0.994 1.070 4.583
H 3.971 0.794 1.435
H 2.296 -3.184 -2.191
C 0.719 3.852 0.492
C -0.630 0.233 3.537
O 1.856 5.995 -1.138
S -4.083 -2.148 -0.924
C -2.492 -2.288 -1.611
C -1.945 -4.691 -1.899

As for the multiplicity: 4. The lowest unoccupied orbital energy (alpha / beta) comes out at -0.4829 / -0.4340 Eh. The value obtained for the HOMO-LUMO gap (alpha / beta) is 4.6 / 6.0 eV. As for the charge: +3.

=====

Result set for ΔE to the lowest compared entry with this formula, charge and spin: 17.67; 11.18; 15.71 kcal/mol, one per record in the order listed.